{"formula": "C6H11P", "method": "wB97M-V/def2-TZVPD", "relative_energy_ev": 5.232, "energy_ev": -15682.61101, "homo_lumo_gap_ev": 7.735, "species": ["C", "C", "C", "C", "C", "C", "P", "H", "H", "H", "H", "H", "H", "H", "H", "H", "H", "H"], "coordinates": [[1.593422, -1.097069, -0.384291], [1.528873, 0.269155, -0.159488], [-3.726575, 0.615430, 0.054523], [0.345463, 0.928644, -0.457623], [2.731404, 1.009787, 0.385287], [-1.413340, -1.222341, 0.547767], [-1.350029, 0.526779, -0.251918], [2.501170, -1.729087, -0.388293], [0.809189, -1.549527, -0.983516], [-4.173742, 1.514682, -0.422319], [-3.698392, -0.310930, -0.598079], [0.394593, 1.987727, -0.905996], [3.135639, 0.547084, 1.257300], [3.441859, 1.021337, -0.382659], [2.370821, 2.060891, 0.634152], [-0.598749, -1.288949, 1.213157], [-1.561414, -1.966162, -0.273672], [-2.330193, -1.317456, 1.115668]], "forces_ev_per_a": [[0.4, 1.4, -1.0], [2.1, -4.4, 0.6], [1.5, -0.2, 0.0], [-5.0, 3.0, -1.1], [-2.5, 1.7, 0.4], [-1.4, 1.1, -1.9], [0.9, -1.4, 0.8], [-0.4, 0.8, 0.7], [-0.2, 0.0, 0.4], [0.3, -0.6, -0.4], [-0.4, 1.1, 0.1], [0.2, -1.5, 0.8], [0.2, -0.3, 0.6], [1.3, 0.4, -1.0], [0.9, -1.2, -0.2], [1.2, -0.8, 0.3], [1.0, 0.3, 0.7], [-0.2, 0.5, 0.2]], "lowdin_charge": [0.044, -0.466, -0.094, -0.389, -0.054, -0.320, 0.979, 0.074, 0.050, -0.088, -0.087, 0.076, 0.070, 0.057, 0.100, 0.000, 0.047, 0.001]}